Entry 1:
The following is a DFT calculation (the ωB97M-V functional and the def2-TZVPD basis) of C31H47Al2Br4Cl6N2O11 as an isolated structure at a distorted geometry.

Calculated values
**HOMO**: -12.73 eV
**Total charge**: +3
**ΔE to the lowest compared entry with this formula, charge and spin**: 490.4 kcal/mol

```
103
Properties=species:S:1:pos:R:3:forces:R:3
C -0.121404 -3.724205 -0.071661 0.39 -0.16 -1.47
C -0.710414 -3.033895 -1.479052 -4.94 -1.33 0.71
O -2.029456 -3.102788 -1.626203 8.03 1.17 -0.07
O 0.296975 -2.505390 -2.382458 -3.47 -0.42 1.72
C -0.210089 -1.736952 -3.508507 1.16 1.38 -2.62
C 0.159889 -0.111153 -3.365581 -2.03 2.10 -0.51
C -0.775634 0.933135 -3.912219 2.32 -1.84 1.93
C -2.218865 0.644394 -4.630726 0.21 0.60 -0.87
C -3.537149 1.025524 -3.738395 -0.50 1.45 0.18
O -4.523274 -0.072927 -3.593916 2.25 0.35 -1.61
C -3.229751 1.584257 -2.229416 -0.80 0.41 -0.26
N -2.642575 0.530120 -1.280888 0.54 1.50 0.24
C -0.337744 2.543602 -3.796967 -1.59 2.43 -4.03
O -0.761603 3.329515 -4.788884 2.70 -4.61 6.45
C 0.599290 3.004073 -2.530867 1.54 0.30 2.18
C 1.605989 1.820304 -1.910516 -0.49 3.07 1.47
C 2.531334 2.245510 -0.622308 -1.95 2.44 -1.13
C 2.484701 3.776401 0.048655 -2.64 -0.23 -3.35
C 1.499647 4.926098 -0.605549 0.34 -4.29 -1.51
Br 1.344971 6.796986 0.103561 -0.03 -2.80 -0.75
C 0.572717 4.517296 -1.897709 0.92 -2.02 0.67
C -0.406804 5.655164 -2.592103 -4.18 4.34 -2.97
O 0.203666 6.433032 -3.528725 -1.72 -4.12 4.78
O -1.835135 5.852593 -2.302808 8.53 -2.37 -0.72
C 1.599940 0.330599 -2.638189 3.50 -2.02 -0.54
O 2.701590 -0.445552 -2.659817 -6.75 4.53 0.31
H 0.378865 -2.880587 0.566209 -0.87 -1.72 -1.09
H -1.007681 -4.286780 0.495728 1.95 1.58 -1.50
H 0.692163 -4.531249 -0.401567 -1.67 1.90 0.87
H 0.423931 -2.083233 -4.461968 -1.30 0.52 2.22
H -1.326249 -1.901580 -3.806012 2.05 0.33 1.24
H -2.371543 -0.441644 -5.036839 0.74 1.94 0.96
H -2.255588 1.351180 -5.593347 0.27 -1.52 2.21
H -4.123429 1.897189 -4.304605 1.50 -1.70 1.28
H -4.488312 -0.650495 -4.414409 -0.24 1.06 1.39
H -4.291575 1.859309 -1.758091 2.05 -0.08 -1.23
H -2.622720 2.607909 -2.202368 -1.16 -2.25 -0.30
H -3.393839 0.114066 -0.680520 0.77 0.53 -0.79
H -2.024626 1.089781 -0.631605 -1.71 -0.17 -0.71
H 3.259142 1.477788 -0.121847 -1.56 1.56 -1.20
H 3.133664 4.102689 0.969603 -1.35 -0.98 -2.02
C 3.922314 -3.002378 -5.057799 -0.52 0.28 -0.13
Br 3.957559 -2.606595 -6.962111 0.05 -0.16 0.55
Br 2.856042 -4.581566 -4.666195 0.41 0.45 -0.11
Br 5.714407 -3.136061 -4.312995 -0.15 -0.06 -0.06
H 3.433306 -2.155982 -4.564332 0.27 -0.35 -0.11
Al -0.223274 0.457831 0.072096 0.56 -0.09 -0.43
Cl -5.623274 0.457831 -1.370457 -2.38 -1.84 3.35
O 3.885951 6.820986 -1.439870 1.67 2.02 -4.00
C 4.157160 7.263209 -2.675761 -4.67 -5.79 1.45
C 5.195541 8.478216 -2.590009 4.65 5.42 -0.64
O 5.451685 8.932967 -3.824796 -1.85 -1.77 2.71
H 3.306188 7.639106 -3.271655 -0.21 0.75 0.95
H 4.606240 6.539392 -3.378934 0.87 0.06 0.74
H 6.053176 8.093880 -2.009926 -0.01 -0.66 -0.84
H 4.757865 9.194894 -1.872706 -0.94 -0.15 -0.69
C -2.723319 -1.713896 1.973791 0.25 0.04 -0.22
C -3.807373 -2.587247 2.602888 -0.04 0.32 0.02
C -3.779679 -2.590337 4.133755 0.15 -0.49 0.01
N -2.893097 -3.685934 4.799803 -0.20 0.47 0.07
C -3.673530 -5.011803 4.837954 0.31 0.01 0.13
C -2.966277 -6.067031 5.685967 0.18 -0.14 -0.09
C -2.664288 -5.576016 7.094685 -0.20 -0.05 0.22
C -1.923210 -4.247433 7.089755 0.09 -0.15 0.04
C -2.636823 -3.202446 6.245266 0.13 -0.28 -0.12
C -1.567086 -3.853762 4.065347 -0.61 -0.07 0.45
H -1.746257 -2.203113 1.972039 -0.02 0.08 -0.02
H -2.972353 -1.492635 0.932399 -0.02 -0.12 0.04
H -2.623914 -0.759624 2.503220 -0.09 -0.08 0.00
H -3.785578 -3.597035 2.180994 -0.07 0.07 0.09
H -4.768258 -2.151880 2.298996 0.10 -0.22 0.19
H -4.794407 -2.742617 4.520230 0.35 -0.11 0.09
H -3.429720 -1.619325 4.506922 0.06 -0.31 -0.03
H -4.659946 -4.797284 5.264476 0.22 0.17 -0.10
H -3.801595 -5.353902 3.805532 0.01 0.20 0.15
H -3.602322 -6.958581 5.748262 0.03 0.23 -0.21
H -2.039364 -6.390804 5.198451 -0.12 0.01 -0.01
H -2.073048 -6.325811 7.630630 -0.14 0.11 -0.08
H -3.605840 -5.460904 7.648335 0.11 -0.02 -0.06
H -0.895555 -4.394341 6.739135 -0.07 0.09 0.03
H -1.837817 -3.877652 8.117971 -0.05 0.11 -0.30
H -2.045431 -2.282058 6.184913 -0.20 -0.13 -0.13
H -3.615560 -2.965767 6.680475 0.13 -0.06 -0.24
H -1.068543 -2.882208 4.030970 -0.15 -0.17 -0.02
H -1.764230 -4.245468 3.065156 -0.02 0.18 0.16
H -0.933814 -4.567436 4.595826 -0.25 0.18 -0.02
Cl -6.723274 -0.619370 0.901262 1.19 1.25 -2.54
C 9.250023 -0.795852 -4.867086 0.86 -1.41 -1.31
O 8.433725 -0.087256 -3.952942 -1.01 -0.01 0.77
H 9.984632 -0.109065 -5.293816 -0.04 0.00 -0.07
H 9.769440 -1.602404 -4.343803 0.02 0.06 -0.19
H 8.630250 -1.206542 -5.668000 0.17 0.17 0.06
H 7.792284 -0.721997 -3.590919 -0.30 0.34 0.15
O 2.939664 9.291193 -5.631627 -0.32 -0.47 -0.20
H 3.272020 8.723441 -6.372669 -0.20 0.36 0.47
H 3.616873 9.383377 -4.913996 0.62 -0.02 0.20
H 2.078346 8.954320 -5.275548 0.25 0.10 -0.18
Al 9.576726 1.247877 -3.194852 0.27 0.73 0.50
C -1.523306 -1.237789 10.179654 0.09 0.15 0.54
Cl -2.024946 -2.275128 11.538668 0.15 0.30 -0.50
Cl -0.148294 -1.991531 9.333397 -0.19 0.15 0.12
Cl -2.884350 -1.044259 9.046269 0.15 -0.02 0.11
Cl -1.035476 0.359519 10.800203 -0.18 -0.54 -0.27
```
Positions in Å, forces in eV/Å.

Atomic partial charges in e from the Löwdin method, atoms 1 to 8:
1. C -0.02
2. C -0.31
3. O -0.02
4. O -0.10
5. C -0.11
6. C -0.03
7. C -0.02
8. C -0.06

=====

Entry 2:
The following is a DFT calculation (the ωB97M-V functional and the def2-TZVPD basis) of C31H47AlBrO2P2 as an isolated structure at a distorted geometry.

Calculated values
**HOMO (spin up / spin down)**: -8.59 / -8.59 eV
**Total charge**: +1
**ΔE to the lowest compared entry with this formula, charge and spin**: 45.6 kcal/mol

```
84
Properties=species:S:1:pos:R:3:forces:R:3
Al 1.120404 2.668446 -0.934584 -0.96 -3.03 0.70
C 1.408916 1.573641 1.337382 0.34 0.87 -0.26
C 2.408454 2.329451 0.570999 -0.19 0.83 2.12
C 0.458513 3.603659 0.719938 0.58 -0.15 1.33
C 0.218951 2.318125 1.371492 0.83 0.28 -0.31
C 1.886188 3.698844 0.509332 -0.14 -0.41 -0.13
C 1.670849 0.336975 2.114447 -0.28 -0.82 -0.36
H 2.526512 -0.221172 1.708520 -0.24 0.08 0.16
H 0.786112 -0.313226 2.098336 0.26 -0.02 0.21
H 1.870778 0.527178 3.185173 -0.09 0.18 -0.48
C -1.024122 1.964252 2.094010 -0.61 -0.36 -0.30
H -1.286391 0.904135 1.972199 0.03 0.20 0.22
H -1.848560 2.578178 1.711067 0.02 -0.18 0.27
H -0.932988 2.134059 3.179291 0.07 -0.02 -0.35
C -0.465234 4.761101 0.662367 -0.36 0.48 0.03
H -0.324753 5.437286 1.511878 -0.07 -0.09 -0.04
H -1.506088 4.434552 0.657586 0.07 0.09 0.01
H -0.288606 5.338087 -0.247568 -0.11 0.15 0.04
C 2.657428 4.922590 0.189808 0.44 0.74 -0.37
H 3.638574 4.915413 0.695802 -0.36 -0.06 -0.30
H 2.112770 5.806568 0.559018 0.22 -0.27 -0.33
H 2.813546 5.006009 -0.902247 0.25 0.47 0.53
C 3.866415 2.039933 0.496246 0.30 -0.04 0.00
H 4.369800 2.582733 1.304300 0.12 -0.26 -0.06
H 4.302536 2.382976 -0.449293 0.01 -0.14 0.17
H 4.045678 0.966973 0.609097 0.13 0.24 -0.04
C -1.061817 -2.325847 0.721642 -0.01 0.08 0.63
C 0.190509 -2.797744 0.824765 -0.54 0.23 0.23
C 0.890952 -3.701720 -0.143403 0.07 -0.19 -0.31
C 0.429984 -3.565606 -1.617111 -0.07 -0.67 -0.45
C 0.312177 -2.139769 -2.045556 0.88 -0.13 1.54
C -1.015058 -1.538109 -2.072202 0.11 1.57 0.34
C -2.261734 -2.243004 -1.603689 -0.66 0.05 -0.71
C -2.163112 -2.847576 -0.188470 0.19 -0.05 0.32
H 0.801247 -4.759712 0.140892 -0.07 0.14 -0.01
H -0.567520 -4.009919 -1.737877 0.43 -0.24 -0.04
H 1.965782 -3.492702 -0.085933 -0.10 0.03 -0.10
H -2.082230 -3.945080 -0.248445 -0.11 0.37 -0.03
H -1.426262 -1.618441 1.489616 0.40 -0.49 -0.08
H 0.762113 -2.569186 1.731382 -0.28 0.32 -0.27
H -3.116258 -2.613377 0.310744 0.34 -0.29 -0.12
H -3.080114 -1.503654 -1.628214 0.34 -0.20 -0.03
H -1.066716 -0.480794 -1.765976 0.44 -0.24 0.02
H -2.574986 -3.018040 -2.306178 0.02 -0.12 0.00
H 1.139154 -4.114625 -2.262353 -0.24 0.08 0.33
H 1.192566 -1.542478 -1.794719 -0.24 0.31 0.04
P -0.269211 -1.465789 -3.831663 -1.53 -1.05 0.03
P 0.655874 2.842641 -3.050872 0.05 1.41 -2.32
C 0.478258 0.190856 -3.995566 0.14 0.20 -0.34
C -0.383772 1.445177 -3.664154 -0.37 -0.48 -0.16
H 0.812773 0.252350 -5.048577 -0.01 -0.03 0.44
H 1.382902 0.153169 -3.359270 -0.36 0.00 -0.19
H -0.934448 1.792540 -4.559972 0.28 -0.18 0.35
H -1.135494 1.225265 -2.881962 0.36 0.20 -0.31
C -0.144512 4.390938 -3.671588 -0.42 0.07 -0.26
H 0.076802 5.228833 -2.984931 -0.11 -0.47 -0.35
H -1.237058 4.247129 -3.724679 0.38 0.22 0.01
H 0.248460 4.635703 -4.675412 -0.31 -0.10 0.42
C 2.197308 2.804961 -4.041997 0.20 -0.26 0.12
H 2.001122 3.200243 -5.046839 0.01 -0.16 0.26
H 2.587510 1.785477 -4.116228 0.05 0.28 -0.03
H 2.959082 3.428913 -3.557359 -0.18 -0.11 -0.14
C -1.836240 -1.656635 -4.786332 0.11 0.34 -0.67
H -2.364900 -2.554566 -4.429893 0.24 0.38 0.00
H -1.617256 -1.803739 -5.853598 -0.08 0.11 0.25
H -2.482762 -0.772514 -4.676344 0.16 -0.36 0.14
C 0.756262 -2.736891 -4.673095 0.13 0.10 -0.57
H 1.810756 -2.428759 -4.667961 -0.25 -0.14 0.08
H 0.412740 -2.882109 -5.706598 0.18 0.13 0.22
H 0.660422 -3.692884 -4.142225 -0.02 0.36 -0.18
Br -0.581159 0.127128 6.667389 0.21 0.38 0.26
C -1.418787 -1.548915 6.763489 -0.83 -1.47 0.05
C -1.887622 -2.065192 7.981482 0.00 -0.05 -0.34
C -2.549904 -3.304879 8.016661 0.29 0.38 -0.31
C -2.756606 -4.014233 6.827988 0.12 0.25 0.00
C -2.299320 -3.488480 5.615539 0.05 0.15 0.42
C -1.611080 -2.269556 5.578420 0.01 0.16 0.15
C -1.082816 -1.709044 4.259755 0.01 -0.29 0.09
O 0.110078 -1.998629 3.999437 -0.48 0.33 -0.37
O -1.919104 -1.039622 3.604103 0.47 -0.01 -0.36
H -1.735847 -1.490407 8.890424 -0.04 -0.12 -0.08
H -2.899188 -3.702966 8.971200 0.11 0.14 -0.30
H -3.274118 -4.976055 6.847627 0.14 0.31 -0.01
H -2.483516 -4.018823 4.680093 0.11 0.11 0.24
```
Positions in Å, forces in eV/Å.

Atomic partial charges in e from the Löwdin method, atoms 1 to 8:
1. Al 0.47
2. C -0.19
3. C -0.30
4. C -0.31
5. C -0.19
6. C -0.30
7. C 0.01
8. H 0.08